(1)
Here is a molecular structure, C20H22F5NO5PRuSe from the OMol25 dataset. Energies are from ωB97M-V with the def2-TZVPD basis set.

## Properties
energy above the lowest of the compared OMol25 structures with the same formula, charge and spin	0.6665	eV
gap between HOMO and LUMO (spin up / spin down)	5.72 / 5.76	eV
total charge	+1
electronic energy	-123619.3075	eV
M	662.4	g mol⁻¹

Positions of all 56 atoms, in Å:
1 Ru -0.49754 -0.41420 -0.02915
2 C -1.99153 -3.52185 -0.56499
3 P -2.22861 -1.73941 -0.73367
4 C -3.81221 -1.34810 0.03498
5 C -2.43043 -1.43895 -2.50498
6 H -2.76064 -4.05303 -1.12644
7 H -2.05028 -3.80852 0.48475
8 H -1.01079 -3.80058 -0.95197
9 H -4.61531 -1.90830 -0.44525
10 H -3.99328 -0.27884 -0.06439
11 H -3.78270 -1.60430 1.09452
12 H -3.12610 -2.15871 -2.93793
13 H -1.46560 -1.52812 -3.00499
14 H -2.81365 -0.42984 -2.65494
15 F -2.05653 1.16820 6.57893
16 C -1.60152 0.52326 5.52508
17 C -0.82086 1.19163 4.59119
18 F -0.52908 2.47186 4.76424
19 C -0.35012 0.50842 3.48758
20 F 0.41790 1.15278 2.61585
21 C -0.64953 -0.83512 3.28706
22 Se 0.01136 -1.82237 1.81495
23 C -1.42717 -1.48639 4.24176
24 F -1.73647 -2.77018 4.08036
25 C -1.90547 -0.82086 5.35335
26 F -2.65428 -1.45023 6.24490
27 C -3.00021 2.80325 -0.96112
28 C -1.57736 2.39430 -0.60598
29 C -0.66435 2.48556 -1.82038
30 C -1.03730 3.20490 0.56009
31 O -1.68197 1.00126 -0.20977
32 H -3.02301 3.84779 -1.27348
33 H -3.65720 2.69050 -0.09831
34 H -3.37949 2.19393 -1.78269
35 H -0.54185 3.53019 -2.10792
36 H -1.09437 1.95020 -2.66889
37 H 0.32546 2.08761 -1.59461
38 H -0.96050 4.25570 0.28037
39 H -0.04581 2.85319 0.84318
40 H -1.70225 3.12799 1.42154
41 O 0.99370 -1.25825 -1.04364
42 C 1.87027 -0.32073 -0.78153
43 O 1.47827 0.63200 -0.07907
44 C 3.23240 -0.42893 -1.32526
45 C 4.09617 0.65478 -1.18701
46 C 5.38059 0.57488 -1.69392
47 C 5.76483 -0.59679 -2.31972
48 C 4.92752 -1.68727 -2.46523
49 C 3.64174 -1.59712 -1.96300
50 N 7.14312 -0.68884 -2.86152
51 O 7.47378 -1.74587 -3.35198
52 O 7.83842 0.29850 -2.77190
53 H 3.75543 1.54847 -0.68314
54 H 6.08005 1.39315 -1.61330
55 H 5.28821 -2.57595 -2.96063
56 H 2.95615 -2.42664 -2.06200



(2)
Here is a gas-phase ion, C11H17ClNO (charge +1) from the OMol25 dataset. Energies are from ωB97M-V with the def2-TZVPD basis set.

## Properties
energy above the lowest of the compared OMol25 structures with the same formula, charge and spin	0.9920	eV
gap between HOMO and LUMO	8.70	eV
total charge	+1
electronic energy	-27733.2123	eV
structure (SMILES)	O/C(=C/C=C\C=C\Cl)[NH+]1CCCCC1
M	214.7	g mol⁻¹

Positions of all 31 atoms, in Å:
1 O 0.46630 2.42323 -0.62360
2 C 0.55904 1.07357 -0.39579
3 C 1.62347 0.28658 -0.59541
4 C 1.66144 -1.22591 -0.49576
5 C 2.86222 -1.87909 -0.51488
6 C 4.16144 -1.24165 -0.46320
7 C 4.48277 -0.35528 0.53154
8 Cl 5.87391 0.59822 0.43469
9 N -0.76832 0.73155 0.06604
10 C -1.68485 0.31795 -1.04121
11 C -3.13667 0.49525 -0.66633
12 C -3.52304 -0.19584 0.65020
13 C -2.40364 0.09109 1.67245
14 C -0.99139 -0.24066 1.13221
15 H 1.10975 2.80344 -1.15647
16 H 2.60193 0.66151 -0.93890
17 H 0.75380 -1.78857 -0.67210
18 H 2.97102 -2.89781 -0.72608
19 H 4.89702 -1.69887 -1.16431
20 H 3.85247 -0.12937 1.46698
21 H -1.17223 1.75102 0.24553
22 H -1.29868 -0.65010 -1.25067
23 H -1.49802 0.95158 -1.87502
24 H -3.61955 0.08048 -1.63967
25 H -3.33355 1.55717 -0.57922
26 H -4.44246 0.19654 0.94805
27 H -3.82920 -1.29732 0.47439
28 H -2.26337 1.30777 1.85806
29 H -2.69019 -0.29181 2.64561
30 H -0.28245 -0.23936 1.98577
31 H -0.93896 -1.19533 0.68710



(3)
Here is a molecular structure, C26H42BrNOP2W from the OMol25 dataset. Energies are from ωB97M-V with the def2-TZVPD basis set.

## Properties
energy above the lowest of the compared OMol25 structures with the same formula, charge and spin	0.1064	eV
gap between HOMO and LUMO (spin up / spin down)	4.65 / 3.58	eV
total charge	+4
electronic energy	-121578.4975	eV
<S²>	2.074
2S+1	3
M	710.3	g mol⁻¹

Positions of all 74 atoms, in Å:
1 C -1.64368 -2.64145 -2.69244
2 C -0.43287 -2.00750 -2.29569
3 C 0.43868 -1.48005 -3.26837
4 C -0.02338 -1.43973 -4.58523
5 N -1.21165 -1.91871 -4.92848
6 C -1.98417 -2.54575 -4.04827
7 C -0.10929 -1.69264 -0.93593
8 C 0.47601 -2.12921 0.28311
9 C 1.14271 -3.15809 1.08820
10 C 1.39370 -2.87044 2.45192
11 C 2.16446 -3.71082 3.25508
12 C 2.67024 -4.89540 2.72783
13 C 2.41207 -5.23998 1.39435
14 C 1.64723 -4.39451 0.57912
15 W -0.36954 -0.26783 0.43205
16 P -1.86079 1.01844 -0.68271
17 H 1.38691 -1.02637 -2.97546
18 H -2.33658 -3.08457 -1.97477
19 H 0.59983 -0.97993 -5.34850
20 H -2.92224 -2.96010 -4.41938
21 H 1.47322 -4.66409 -0.45809
22 H 1.03081 -1.96844 2.94666
23 H 2.82967 -6.16962 1.03441
24 H 2.35203 -3.42351 4.27240
25 C -2.51065 2.53541 0.16972
26 C -2.86571 3.77993 -0.66326
27 H -1.74598 2.81320 0.90807
28 H -3.39909 2.23775 0.74262
29 H -3.18265 4.56139 0.03952
30 H -2.01989 4.18377 -1.22837
31 H -3.70965 3.61790 -1.34353
32 C -0.96664 1.65940 -2.15566
33 C -1.78447 2.00243 -3.42065
34 H -0.22612 0.89310 -2.42723
35 H -0.39017 2.54310 -1.84885
36 H -1.06128 2.32076 -4.18414
37 H -2.32449 1.14075 -3.83206
38 H -2.48096 2.83923 -3.27870
39 C -3.38864 0.22032 -1.33419
40 C -4.58034 1.09310 -1.78768
41 H -3.74767 -0.43951 -0.53247
42 H -3.10734 -0.44760 -2.15642
43 H -5.37081 0.41181 -2.13260
44 H -5.01135 1.69385 -0.97852
45 H -4.34716 1.74775 -2.63659
46 Br 3.68664 -6.01046 3.87927
47 P 1.44044 0.87702 1.13840
48 C 1.44176 2.53241 0.42292
49 C 2.41726 3.52416 1.06417
50 H 0.41472 2.92196 0.48178
51 H 1.67866 2.42150 -0.63988
52 H 2.29069 4.44777 0.49571
53 H 2.19224 3.73731 2.11281
54 H 3.46297 3.22151 0.95586
55 C 1.66909 1.05947 2.93673
56 C 3.11695 1.22803 3.40309
57 H 1.20375 0.19603 3.43134
58 H 1.07549 1.93152 3.23059
59 H 3.07221 1.33994 4.48960
60 H 3.75402 0.36459 3.18651
61 H 3.58601 2.13668 3.01212
62 C 2.85345 -0.07638 0.50135
63 C 4.10525 0.75699 0.19697
64 H 2.55551 -0.60389 -0.41132
65 H 3.07722 -0.84892 1.24685
66 H 4.82124 0.03338 -0.19697
67 H 3.92664 1.51067 -0.57330
68 H 4.54872 1.20609 1.08992
69 C -2.20547 -1.33885 2.77084
70 O -1.74798 0.01693 2.65483
71 H -1.32257 -2.01830 2.78134
72 H -2.86936 -1.69042 1.94590
73 H -2.74249 -1.32604 3.73337
74 H -2.40541 0.69179 2.88840



(4)
Here is a molecular structure, C28H62AlBO10P from the OMol25 dataset. Energies are from ωB97M-V with the def2-TZVPD basis set.

## Properties
gap between HOMO and LUMO	6.17	eV
total charge	-1
electronic energy	-67078.4935	eV
M	627.6	g mol⁻¹

Positions of all 103 atoms, in Å:
1 O 2.94686 -0.04099 6.16911
2 P 3.50738 0.16208 4.78514
3 Al 1.95124 -0.19677 2.99132
4 B 3.16327 0.00467 1.21450
5 O 3.98150 -1.03658 0.84508
6 O 3.22858 1.14845 0.39878
7 H 4.14007 1.43550 4.66285
8 H 4.60416 -0.72228 4.54723
9 H 0.74474 0.85251 3.07234
10 H 1.35466 -1.67175 3.14006
11 H 3.66656 -1.83873 1.28612
12 H 3.99053 1.65835 0.71726
13 C -0.61705 4.63852 -0.96406
14 C 0.20081 3.51425 -1.59769
15 C 0.97412 2.97324 -0.39655
16 O 0.13102 3.18561 0.73894
17 C -0.95138 4.03824 0.39639
18 H -1.50379 4.91867 -1.53485
19 H 0.00293 5.53064 -0.84024
20 H -0.46437 2.74591 -1.99454
21 H 0.85309 3.84753 -2.40565
22 H 1.90808 3.52387 -0.24154
23 H 1.21155 1.92192 -0.48774
24 H -1.86744 3.43593 0.34872
25 H -1.07596 4.79265 1.17578
26 C 6.06939 -2.21457 -3.75493
27 C 6.76318 -1.49237 -2.60177
28 C 6.17271 -2.20488 -1.39170
29 O 5.90204 -3.55343 -1.81502
30 C 6.00990 -3.64472 -3.23149
31 H 6.59554 -2.13506 -4.70599
32 H 5.06047 -1.81987 -3.88882
33 H 7.84261 -1.65916 -2.65393
34 H 6.58551 -0.41880 -2.58323
35 H 5.23788 -1.74414 -1.07439
36 H 6.85065 -2.22514 -0.53873
37 H 6.92817 -4.19349 -3.47756
38 H 5.15845 -4.20511 -3.62088
39 C -1.77125 -5.06720 2.13173
40 C -0.82989 -5.33422 3.30345
41 C 0.04742 -4.08547 3.28735
42 O -0.77023 -3.02779 2.79268
43 C -1.97273 -3.56070 2.24510
44 H -2.70708 -5.62510 2.17767
45 H -1.27503 -5.31175 1.18954
46 H -1.39941 -5.38228 4.23576
47 H -0.25621 -6.25587 3.20798
48 H 0.90312 -4.20642 2.61503
49 H 0.42460 -3.81430 4.27172
50 H -2.79859 -3.32558 2.92699
51 H -2.17412 -3.08831 1.28276
52 C 0.34405 0.79238 10.23405
53 C 0.96235 0.46324 8.87479
54 C -0.19187 0.75728 7.93066
55 O -0.95704 1.81261 8.54667
56 C -0.53249 1.99101 9.89334
57 H 1.07695 1.01274 11.01019
58 H -0.27558 -0.04098 10.57687
59 H 1.79568 1.13333 8.66415
60 H 1.32523 -0.55700 8.78705
61 H -0.84339 -0.11570 7.81359
62 H 0.14187 1.07349 6.94534
63 H 0.03687 2.92683 9.95744
64 H -1.40959 2.07616 10.53951
65 C -1.87940 2.97785 -5.83465
66 C -1.07669 1.85164 -6.47858
67 C -0.31298 1.29698 -5.28317
68 O -1.14517 1.50124 -4.13934
69 C -2.22121 2.37520 -4.47707
70 H -2.76221 3.27096 -6.40158
71 H -1.24746 3.85979 -5.70797
72 H -1.75312 1.09189 -6.87812
73 H -0.42638 2.18336 -7.28426
74 H 0.62656 1.83862 -5.12656
75 H -0.08666 0.23463 -5.37671
76 H -3.14391 1.78541 -4.52544
77 H -2.33226 3.12624 -3.69325
78 C -1.40935 5.08292 -11.14040
79 C -0.61080 3.94915 -11.78028
80 C 0.15676 3.40025 -10.58426
81 O -0.67194 3.61490 -9.43991
82 C -1.74999 4.48893 -9.77966
83 H -2.29226 5.37431 -11.70653
84 H -0.77610 5.96411 -11.01923
85 H -1.28991 3.18964 -12.17315
86 H 0.04237 4.27154 -12.58919
87 H 1.09912 3.93830 -10.43547
88 H 0.37721 2.33634 -10.67279
89 H -2.67284 3.89998 -9.82329
90 H -1.85885 5.24358 -9.00067
91 C -5.88571 -3.72292 5.96449
92 C -5.67130 -5.16095 5.49954
93 C -6.03656 -5.06539 4.02414
94 O -5.69531 -3.74488 3.60351
95 C -5.41034 -2.93493 4.75151
96 H -5.34138 -3.46809 6.87169
97 H -6.94832 -3.54041 6.14144
98 H -4.62017 -5.43537 5.60966
99 H -6.27190 -5.89325 6.03728
100 H -7.11265 -5.21100 3.87116
101 H -5.49945 -5.78719 3.40735
102 H -4.33052 -2.76196 4.79215
103 H -5.91021 -1.97249 4.64790



(5)
Here is C5H5ClO2S2 in the gas phase from the OMol25 dataset. Energies are from ωB97M-V with the def2-TZVPD basis set.

## Properties
gap between HOMO and LUMO	6.49	eV
total charge	0
electronic energy	-43544.1236	eV
M	196.7	g mol⁻¹

Positions of all 15 atoms, in Å:
1 C 0.48042 -1.17455 -0.27962
2 C 0.13039 -1.97638 0.75491
3 C -0.33031 -0.22374 -0.88834
4 C 1.18950 1.61174 -0.55410
5 C 1.33798 1.71952 0.81001
6 H -0.76654 -1.88526 1.39171
7 H 0.92771 -2.69424 1.16506
8 H 1.59310 2.40593 -1.31288
9 H 2.15502 2.51885 0.91849
10 H 0.91926 0.94044 1.72057
11 O -4.76911 -0.14776 0.06139
12 O 0.25290 0.94075 -1.27773
13 S -3.39184 -0.23346 -0.42148
14 S -1.85921 -0.48011 -1.24083
15 Cl 2.13073 -1.32173 -0.84716



Looking at largest force on an atom for the records above, in order, we have 1.50; 3.06; 7.34; 0.99; 10.77 eV Å⁻¹.